No. 1
C5H8O3 | the ωB97M-V functional and the def2-TZVPD basis

As for the energy above the lowest of the compared OMol25 structures with the same formula, charge and spin: 3.7358 eV. Its spin multiplicity is 1. The LUMO energy is 0.0272 Eh. The electronic energy is -420.9188 hartree. The HOMO energy is -10.48 eV. The HOMO-LUMO gap comes out at 11.22 eV. The structure (SMILES) is O=C1OCCCCO1. Its charge is 0.

Atoms and positions in Å:
O -2.83777 0.01787 -0.51272
C -1.79185 -0.08903 -0.03155
O -1.20283 0.75662 0.88729
C 0.00268 1.42838 0.47316
C 0.57580 0.81534 -0.62940
C 1.13566 -0.70734 -0.26649
C 0.06891 -1.43651 0.48163
O -1.19508 -1.28353 0.09792
H -0.22677 2.45188 -0.02503
H 0.79023 1.69051 1.33126
H 1.37275 1.45194 -1.38829
H -0.20441 0.72852 -1.34311
H 1.02433 -1.17389 -1.25419
H 2.12516 -0.89569 0.19987
H -0.05428 -2.45451 0.32337
H 0.41748 -1.30058 1.65629

Atomic partial charges in e from the Löwdin method, atoms 1 to 2: atom 1 (O): 0.229, atom 2 (C): -0.587



No. 2
C5H8O3P | the ωB97M-V functional and the def2-TZVPD basis

As for the energy above the lowest of the compared OMol25 structures with the same formula, charge and spin: 5.3396 eV. Its spin multiplicity is 1. The LUMO energy is 0.1364 Eh. The electronic energy is -762.3224 hartree. The HOMO energy is -3.27 eV. The HOMO-LUMO gap comes out at 6.98 eV. Its charge is -1.

Atoms and positions in Å:
C 1.10534 -0.22824 1.10712
C 3.98243 1.76138 -0.07172
C 0.19653 -0.28556 -0.05202
C -0.66877 0.94737 -0.23238
C -0.75854 -1.53624 -0.27319
O 3.64032 -1.22700 -0.55928
O 2.88995 1.22339 0.15613
O 1.21127 -0.27250 -1.10941
P 2.44717 -0.47682 -0.04098
H 0.87577 -0.83896 1.95715
H 4.83244 1.03164 -0.20597
H -1.40756 1.23924 0.44932
H -1.12958 1.06834 -1.35019
H 0.13022 1.73348 -0.13019
H -1.36760 -1.79709 0.62531
H -0.10108 -2.30969 -0.51075
H -1.43167 -1.34144 -1.07888

Atomic partial charges in e from the Löwdin method, atoms 1 to 2: atom 1 (C): -0.184, atom 2 (C): -0.125



No. 3
C5H8O3S | the ωB97M-V functional and the def2-TZVPD basis

As for the energy above the lowest of the compared OMol25 structures with the same formula, charge and spin: 4.5648 eV. Its spin multiplicity is 1. The LUMO energy is 0.0021 Eh. The electronic energy is -819.0649 hartree. The HOMO energy is -9.00 eV. The HOMO-LUMO gap comes out at 9.05 eV. The structure (SMILES) is C=C(O/C=C/C)[SH](=O)=O. Its charge is 0.

Atoms and positions in Å:
C 2.64967 0.78435 0.42268
C 1.36630 0.54979 0.52854
O 0.38566 1.41850 0.58724
C -0.89735 1.11519 0.23798
C -1.22791 0.19837 -0.65665
C -2.67335 -0.14649 -1.01361
S 1.11960 -1.27707 0.56977
O -0.07840 -1.77790 1.13433
O 1.55605 -1.83499 -0.71621
H 3.43560 0.03621 0.31437
H 2.94978 1.84665 0.62606
H -1.42124 1.84373 0.80751
H -0.44369 -0.29877 -1.10133
H -2.66100 -1.18434 -0.81684
H -3.50464 0.30402 -0.50624
H -2.90001 -0.05200 -2.07399
H 2.34493 -1.52526 1.65641

Atomic partial charges in e from the Löwdin method, atoms 1 to 2: atom 1 (C): 0.025, atom 2 (C): -0.467



No. 4
C5H8O3S | the ωB97M-V functional and the def2-TZVPD basis

As for the energy above the lowest of the compared OMol25 structures with the same formula, charge and spin: 0.0000 eV. Its spin multiplicity is 3. The LUMO energy (alpha / beta) is 0.0031 / -0.1223 Eh. The electronic energy is -819.0055 hartree. The HOMO energy (alpha / beta) is -6.26 / -11.03 eV. The HOMO-LUMO gap (alpha / beta) comes out at 6.34 / 7.70 eV. Its charge is 0.

Atoms and positions in Å:
C -0.44566 0.91196 0.22683
C -1.74697 0.25612 -0.35449
C 0.01041 -0.46608 0.66026
C -1.23524 -1.10276 0.02422
C 1.32071 -1.04631 0.07049
O -0.81852 -2.63740 2.50851
O 0.33772 -4.02864 0.90613
O -1.69388 -2.24792 -0.00586
S -0.89638 -3.67458 1.52582
H 0.08154 1.43785 -0.63097
H -0.73185 1.66848 0.87296
H -2.65054 0.59089 0.13321
H -2.17257 0.32706 -1.41472
H 0.15744 -0.75972 1.83315
H 1.30970 -0.68338 -1.03922
H 1.31409 -2.02164 0.26524
H 2.04643 -0.43524 0.61807

Atomic partial charges in e from the Löwdin method, atoms 1 to 2: atom 1 (C): -0.111, atom 2 (C): -0.098



No. 5
C5H8O3Y | the ωB97M-V functional and the def2-TZVPD basis

As for the energy above the lowest of the compared OMol25 structures with the same formula, charge and spin: 0.0000 eV. Its spin multiplicity is 1. The LUMO energy is -0.2104 Eh. The electronic energy is -459.0326 hartree. The HOMO energy is -11.92 eV. The HOMO-LUMO gap comes out at 6.20 eV. Its charge is +1.

Atoms and positions in Å:
Y 1.33000 1.29039 -0.17462
O -0.71998 1.30749 -0.23422
O -0.21432 -0.81464 0.44085
C 0.58858 -1.73581 -0.24806
C 1.93987 -1.55365 0.43484
O 2.16404 -0.21888 0.77802
C -1.04301 0.29784 0.59666
H 0.19143 -2.75101 -0.10108
H 0.55694 -1.56857 -1.33495
H 2.73135 -2.08441 -0.12076
H 1.83699 -2.02298 1.43371
C -2.47636 -0.14707 0.62524
C -2.01577 0.52132 1.91957
H -3.14065 0.43696 -0.01771
H -2.63844 -1.22809 0.66537
H -2.44550 1.51084 2.10789
H -1.91450 -0.15677 2.77332

Atomic partial charges in e from the Löwdin method, atoms 1 to 2: atom 1 (Y): 1.885, atom 2 (O): -0.249



No. 6
C5H8O3Y | the ωB97M-V functional and the def2-TZVPD basis

As for the energy above the lowest of the compared OMol25 structures with the same formula, charge and spin: 0.0000 eV. Its spin multiplicity is 1. The LUMO energy is -0.5640 Eh. The electronic energy is -458.0327 hartree. The HOMO energy is -18.70 eV. The HOMO-LUMO gap comes out at 3.35 eV. Its charge is +3.

Atoms and positions in Å:
O 0.51469 1.00060 1.95791
C 1.55958 -2.72332 -0.46799
C 1.36226 0.12530 1.32921
O 1.87934 -3.31491 -1.38728
O 1.51196 -2.30190 0.65118
C 0.61662 -1.19460 1.31540
Y -0.73367 2.77393 1.78317
H 2.31149 0.00154 1.87851
H 1.61363 0.42316 0.29341
H -0.28576 -1.20847 0.69928
H 0.45722 -1.63377 2.30136
C -1.60834 -1.89109 -2.46952
C -0.55849 -1.07649 -2.62434
H -2.38146 -1.69155 -1.72364
H -1.65310 -2.86275 -2.96766
H -0.47115 -0.14644 -2.05687
H 0.20463 -1.27852 -3.38003

Atomic partial charges in e from the Löwdin method, atoms 1 to 2: atom 1 (O): -0.341, atom 2 (C): -0.156



No. 7
C5H8O4 | the ωB97M-V functional and the def2-TZVPD basis

As for the energy above the lowest of the compared OMol25 structures with the same formula, charge and spin: 0.3760 eV. Its spin multiplicity is 1. The LUMO energy is 0.2412 Eh. The electronic energy is -496.3120 hartree. The HOMO energy is -1.45 eV. The HOMO-LUMO gap comes out at 8.01 eV. Its charge is -2.

Atoms and positions in Å:
C -1.47314 0.73648 0.58040
C -1.72779 -0.73702 0.84148
C -2.46406 1.54857 -0.30026
O -2.52411 2.77381 -0.00596
O -2.98962 0.96514 -1.26567
H -1.11980 1.25886 1.47303
H -0.57496 0.84808 -0.04109
H -1.83405 -1.33618 -0.06037
H -2.62364 -0.85850 1.46022
H -0.87854 -1.14531 1.39890
C 2.40284 0.05046 -0.61827
C 2.81404 -1.41926 -0.41264
O 2.19157 -2.31902 -1.01831
O 3.92737 -1.58127 0.17358
H 1.40124 0.35912 -0.31803
H 2.35290 0.11765 -1.70638
H 3.11976 0.73840 -0.18062

Atomic partial charges in e from the Löwdin method, atoms 1 to 2: atom 1 (C): -0.214, atom 2 (C): -0.131



No. 8
C5H8O5 | the ωB97M-V functional and the def2-TZVPD basis

As for the energy above the lowest of the compared OMol25 structures with the same formula, charge and spin: 5.1033 eV. Its spin multiplicity is 1. The LUMO energy is -0.0019 Eh. The electronic energy is -571.3663 hartree. The HOMO energy is -9.98 eV. The HOMO-LUMO gap comes out at 9.93 eV. Its charge is 0.

Atoms and positions in Å:
O -2.68987 -1.04566 2.05888
C -2.89061 -1.03951 0.79407
H -3.85571 -1.40808 0.39828
O -2.08701 -0.42698 0.05835
C 0.30477 -0.27129 0.37250
C 1.01963 0.74096 -0.51493
C 2.14900 0.24008 -1.42874
O 1.37471 0.63993 -2.60329
C 0.38433 1.14321 -1.83854
O -0.49362 1.86810 -2.20385
H 1.14303 -0.81956 0.83592
H 0.07280 -1.16103 -0.23494
H 1.32645 1.61685 0.07282
H 3.09262 0.79108 -1.37738
H 2.30815 -0.84386 -1.43071
O -0.14859 0.25825 2.02480
H -1.61439 -0.49810 2.39783
H 0.60431 0.21562 2.61894

Atomic partial charges in e from the Löwdin method, atoms 1 to 2: atom 1 (O): -0.006, atom 2 (C): -0.409